A structure of composition C18H16F4InO4S at a distorted geometry, computed with ωB97M-V/def2-TZVPD.

CARTESIAN COORDINATES (ANGSTROEM)
O  1.38  5.29  1.40
H  4.80  1.81  -0.31
O  -3.02  -2.35  -2.47
C  -3.23  -3.90  -0.71
C  -3.53  -6.47  0.30
C  -2.79  -0.53  1.93
F  0.34  2.99  2.59
H  4.24  2.45  -3.51
C  4.07  3.06  -2.63
H  -3.64  -7.47  0.69
C  1.30  2.61  1.77
C  -2.55  0.73  1.43
C  -3.36  -4.98  -1.58
H  3.29  2.59  -2.05
H  -3.43  -5.56  2.24
C  -2.45  0.93  0.06
C  -3.15  -2.97  1.62
O  -3.22  -3.16  2.82
C  -3.03  -2.53  -1.27
O  1.55  3.91  -0.57
H  -3.34  -4.81  -2.64
C  -3.52  -6.26  -1.07
F  0.85  1.71  0.96
F  3.64  4.28  -3.12
H  -2.44  1.57  2.11
In  4.52  4.23  1.06
H  6.34  2.59  -0.10
H  -2.86  -0.69  3.00
C  5.37  3.25  -1.85
H  5.64  4.29  -1.95
C  -2.93  -1.61  1.07
C  -3.26  -4.11  0.67
C  -2.61  -0.13  -0.81
H  -2.53  0.02  -1.88
F  2.24  2.09  2.49
C  -3.41  -5.40  1.17
H  -3.62  -7.09  -1.75
S  1.97  4.11  0.80
H  -2.25  1.92  -0.33
H  4.98  3.71  2.71
C  5.32  2.75  -0.41
H  6.13  2.67  -2.38
H  5.05  5.89  0.77
C  -2.85  -1.40  -0.31

Results
- HOMO (eV) = -5.26
- total charge = -1
- molar mass (g mol⁻¹) = 519.199
- electronic energy (a.u.) = -1984.2700
- gap between HOMO and LUMO (eV) = 5.85
- spin multiplicity = 1